[1]
{
  "formula": "C4H5ClFNS",
  "method": "wB97M-V/def2-TZVPD",
  "energy_ha": -1168.2175,
  "multiplicity": 1,
  "e_lumo_ev": [-0.385, -0.385],
  "de_lowest_kj_mol": 446.2,
  "homo_energy_ev": [-7.502, -7.502],
  "species": ["C", "C", "C", "C", "N", "F", "S", "Cl", "H", "H", "H", "H", "H"],
  "xyz": [[-1.280, -0.339, -0.324], [-0.018, 0.081, -2.044], [0.735, -1.195, 0.237], [0.030, 0.929, 1.380], [-0.258, -0.259, 0.541], [-2.095, 0.744, -0.001], [1.399, -0.653, -1.594], [-0.386, 0.695, -3.522], [1.695, -1.248, 0.740], [0.219, -2.062, 0.091], [-0.381, 1.701, 0.724], [-0.736, 0.788, 2.267], [1.076, 0.817, 1.504]],
  "forces_ev_per_angstrom": [[-1.1, 0.2, -0.3], [0.7, -0.3, 2.2], [0.3, 2.8, -0.8], [-3.6, -1.6, -0.4], [1.3, -0.6, 1.1], [0.2, -0.5, -0.7], [-0.9, 0.0, -0.8], [0.0, 0.1, -0.9], [-0.5, 0.2, 0.6], [-0.6, -2.8, -0.7], [0.9, 0.8, 0.7], [2.2, 0.8, -1.2], [0.8, 0.9, 1.0]],
  "nbo_charge": [0.367, -0.353, -0.229, -0.440, -0.473, -0.402, 0.278, 0.140, 0.222, 0.227, 0.233, 0.226, 0.206]
}

=====

[2]
{
  "formula": "C4H5ClN2",
  "method": "wB97M-V/def2-TZVPD",
  "energy_ha": -724.9032,
  "multiplicity": 1,
  "e_lumo_ev": [-2.248, -3.251],
  "de_lowest_kj_mol": 610.3,
  "homo_energy_ev": [-9.590, -9.111],
  "species": ["C", "C", "C", "C", "N", "N", "Cl", "H", "H", "H", "H", "H"],
  "xyz": [[1.058, -1.351, -0.455], [1.513, -0.833, 0.815], [0.122, -0.445, -0.888], [0.654, 0.148, 1.179], [-0.012, 0.528, 0.060], [-0.831, 1.563, -0.092], [-3.378, 0.456, 0.305], [1.669, -2.144, -0.854], [2.430, -1.118, 1.281], [-0.610, -0.305, -1.643], [-1.837, 1.452, -0.507], [-0.777, 2.048, 0.799]],
  "forces_ev_per_angstrom": [[0.8, 1.0, 0.7], [-0.2, -0.3, 0.0], [0.2, -0.5, -0.5], [1.0, 0.7, 0.5], [-0.9, -0.5, -0.3], [-0.4, 0.6, 0.7], [0.5, 0.4, -0.3], [-0.8, -0.2, -0.8], [0.1, -0.3, 0.5], [-0.1, -0.7, -1.1], [0.5, -0.7, 0.8], [-0.7, 0.5, -0.2]],
  "nbo_charge": [-0.251, -0.316, -0.033, 0.232, -0.195, -0.424, -0.561, 0.246, 0.238, 0.233, 0.432, 0.399]
}

=====

[3]
{
  "formula": "C4H5ClN2",
  "method": "wB97M-V/def2-TZVPD",
  "energy_ha": -724.9841,
  "multiplicity": 1,
  "smiles": "Cc1ccn(Cl)n1",
  "e_lumo_ev": 0.447,
  "de_lowest_kj_mol": 397.7,
  "homo_energy_ev": -8.614,
  "species": ["C", "C", "C", "C", "N", "Cl", "N", "H", "H", "H", "H", "H"],
  "xyz": [[-1.674, -1.082, -0.026], [-0.523, -0.174, -0.026], [-0.172, 1.140, 0.122], [1.234, 1.275, 0.091], [1.717, 0.070, 0.003], [3.428, -0.237, -0.035], [0.931, -1.006, -0.011], [-2.687, -0.575, -0.219], [-1.601, -1.883, -1.044], [-1.663, -1.661, 0.856], [-0.786, 1.939, 0.117], [1.797, 2.195, 0.171]],
  "forces_ev_per_angstrom": [[-1.6, -0.9, -4.5], [5.5, -2.7, 0.5], [1.8, -2.4, -0.7], [-1.5, 1.4, 0.3], [1.4, -2.7, 0.2], [-0.8, 0.3, 0.0], [-4.1, 4.1, -0.5], [1.6, -0.6, 0.6], [0.0, 2.3, 3.1], [-0.3, -0.8, 0.9], [-2.1, 2.4, 0.1], [0.2, -0.4, -0.1]],
  "nbo_charge": [-0.653, 0.140, -0.326, -0.076, -0.118, 0.169, -0.289, 0.232, 0.228, 0.237, 0.222, 0.234]
}

=====

[4]
{
  "formula": "C4H5ClN2O",
  "method": "wB97M-V/def2-TZVPD",
  "energy_ha": -800.2713,
  "multiplicity": 1,
  "smiles": "[H]/N=C/NC(=O)C(=C)Cl",
  "e_lumo_ev": -0.020,
  "de_lowest_kj_mol": 284.2,
  "homo_energy_ev": -9.715,
  "species": ["H", "N", "C", "N", "C", "O", "C", "C", "Cl", "H", "H", "H", "H"],
  "xyz": [[3.502, -1.212, 0.645], [2.888, -0.621, -0.130], [1.624, -0.502, 0.235], [1.064, 0.497, -0.541], [-0.182, 0.990, -0.380], [-0.409, 2.128, -0.574], [-1.363, -0.049, -0.072], [-2.660, 0.082, 0.352], [-0.995, -1.627, -0.710], [1.106, -1.179, 0.838], [1.581, 1.359, -1.038], [-3.109, -0.947, 0.761], [-3.045, 1.080, 0.615]],
  "forces_ev_per_angstrom": [[-2.4, 1.3, -2.7], [0.3, -1.7, 4.4], [5.8, 0.9, -3.8], [-0.6, 2.4, -0.9], [-2.6, -2.7, 0.6], [-1.0, 2.7, -0.4], [-0.9, 0.4, -0.3], [2.1, -1.3, 1.4], [0.3, -0.6, 0.1], [-1.2, -0.3, 1.2], [-0.4, -3.2, 1.9], [0.4, 2.7, -1.5], [0.1, -0.7, 0.0]],
  "nbo_charge": [0.338, -0.656, 0.245, -0.637, 0.662, -0.557, -0.150, -0.366, -0.015, 0.206, 0.456, 0.241, 0.233]
}

=====

[5]
{
  "formula": "C4H5ClN2O",
  "method": "wB97M-V/def2-TZVPD",
  "energy_ha": -800.1820,
  "multiplicity": 1,
  "smiles": "Cl[C@H]1[C@@H]2NN=CO[C@@H]12",
  "e_lumo_ev": 0.876,
  "de_lowest_kj_mol": 518.7,
  "homo_energy_ev": -9.183,
  "species": ["Cl", "C", "C", "N", "N", "C", "O", "C", "H", "H", "H", "H", "H"],
  "xyz": [[0.561, 2.213, 1.880], [0.607, 0.518, 1.557], [-0.449, 0.053, 0.499], [-1.172, -1.028, -0.066], [-0.923, -0.894, -1.345], [0.005, -0.228, -1.742], [1.165, 0.324, -1.126], [0.972, -0.061, 0.213], [0.859, -0.011, 2.483], [-0.709, 1.121, 0.163], [-2.238, -0.920, 0.028], [0.120, -0.026, -2.882], [1.206, -1.061, 0.339]],
  "forces_ev_per_angstrom": [[0.1, 0.6, 0.1], [-0.5, -0.9, 0.2], [0.1, 3.1, 2.0], [-3.4, -0.1, 4.2], [-2.4, -1.5, -2.4], [4.9, 2.9, -5.8], [-0.5, 0.2, 0.1], [-1.0, 0.6, -0.3], [0.2, -0.1, -0.7], [-0.6, -1.8, -0.2], [2.2, -0.5, 0.2], [-0.2, -0.6, 2.1], [1.1, -1.9, 0.4]],
  "nbo_charge": [0.013, -0.212, -0.132, -0.414, -0.301, 0.317, -0.480, 0.025, 0.244, 0.190, 0.372, 0.188, 0.190]
}

=====

[6]
{
  "formula": "C4H5ClN2S",
  "method": "wB97M-V/def2-TZVPD",
  "energy_ha": -1123.2431,
  "multiplicity": 1,
  "e_lumo_ev": [-1.632, -1.632],
  "de_lowest_kj_mol": 182.7,
  "homo_energy_ev": [-8.040, -8.040],
  "species": ["C", "C", "C", "C", "N", "N", "S", "Cl", "H", "H", "H", "H", "H"],
  "xyz": [[0.982, 0.545, 0.827], [2.393, -1.026, 0.341], [0.189, 0.021, -0.175], [-1.020, 0.234, -0.841], [2.211, -0.015, 1.063], [-1.951, 1.065, -0.377], [1.204, -1.336, -0.840], [-2.395, -1.902, 0.425], [0.604, 1.362, 1.347], [3.404, -1.606, 0.511], [-1.194, -0.301, -1.805], [-2.838, 1.333, -0.857], [-1.587, 1.626, 0.381]],
  "forces_ev_per_angstrom": [[-0.7, -0.7, -1.3], [2.7, -2.8, -1.4], [3.9, -2.3, -0.3], [-3.2, -0.5, -0.2], [-1.7, 2.8, 2.2], [1.2, 0.6, -1.1], [-0.8, 0.3, 0.3], [0.5, 0.4, -0.5], [0.0, 1.4, 1.3], [-2.4, 0.8, -0.9], [0.0, 0.5, 1.1], [1.4, -0.7, 0.7], [-0.9, 0.1, 0.2]],
  "nbo_charge": [0.054, -0.102, -0.305, 0.243, -0.435, -0.657, 0.458, -0.809, 0.199, 0.249, 0.261, 0.442, 0.401]
}

=====

[7]
{
  "formula": "C4H5ClN6",
  "method": "wB97M-V/def2-TZVPD",
  "energy_ha": -943.9978,
  "multiplicity": 1,
  "e_lumo_ev": -0.165,
  "de_lowest_kj_mol": 0.0,
  "homo_energy_ev": -7.861,
  "species": ["C", "C", "C", "C", "N", "N", "N", "N", "N", "N", "Cl", "H", "H", "H", "H", "H"],
  "xyz": [[-1.207, 0.240, -2.082], [0.069, -1.003, -0.714], [0.324, 0.407, -0.594], [0.686, -2.072, -0.165], [-0.398, 1.078, -1.488], [-0.567, -2.454, 1.552], [-0.955, -0.997, -1.738], [1.287, 1.000, 0.157], [-0.178, -1.847, 2.388], [0.490, -1.258, 3.154], [0.494, -3.514, -1.032], [-1.923, 0.446, -2.831], [-1.463, -1.866, -1.916], [1.166, 2.055, 0.229], [-0.023, -0.781, 3.898], [1.827, 0.553, 0.868]],
  "forces_ev_per_angstrom": [[0.7, -0.9, 0.1], [-1.4, 1.6, -1.5], [1.2, -1.8, 0.5], [1.9, 0.5, 0.3], [-0.2, 2.4, 0.3], [-1.9, -1.7, -1.3], [0.3, -2.1, 1.0], [-1.1, 2.9, -0.6], [-1.6, -1.2, -0.6], [2.7, 2.9, 3.4], [-0.4, -0.9, -0.5], [-0.6, 0.6, -0.5], [0.2, 0.7, -0.3], [0.5, -2.2, -0.1], [0.0, -0.2, -0.3], [-0.2, -0.6, 0.1]],
  "nbo_charge": [0.280, -0.198, 0.432, -0.164, -0.536, -0.062, -0.510, -0.776, 0.275, -0.552, -0.017, 0.201, 0.430, 0.405, 0.371, 0.422]
}

=====

[8]
{
  "formula": "C4H5ClNS",
  "method": "wB97M-V/def2-TZVPD",
  "total_charge": 1,
  "energy_ha": -1068.0905,
  "multiplicity": 1,
  "e_lumo_ev": [-8.711, -8.707],
  "de_lowest_kj_mol": 453.4,
  "homo_energy_ev": [-15.399, -15.325],
  "species": ["C", "C", "C", "C", "N", "S", "Cl", "H", "H", "H", "H", "H"],
  "xyz": [[-0.070, 1.207, -0.369], [0.393, 2.434, -0.067], [2.060, 0.747, 0.043], [0.557, -1.220, -0.467], [0.884, 0.199, -0.303], [2.119, 2.409, 0.143], [3.985, -1.437, 0.317], [-0.983, 0.836, -0.670], [-0.032, 3.383, 0.135], [0.704, -1.867, 0.316], [-0.550, -1.347, -0.847], [1.426, -1.502, -1.079]],
  "forces_ev_per_angstrom": [[1.3, -0.1, 0.5], [1.2, -0.4, -0.1], [0.2, -3.1, -0.7], [-0.7, 0.6, -3.3], [1.4, 1.8, 1.8], [0.0, -0.6, 0.6], [-1.9, 2.3, -0.3], [-2.2, 0.0, -0.3], [-0.9, 0.5, -0.4], [0.1, -0.6, 2.8], [2.6, 0.3, 0.3], [-1.1, -0.6, -0.9]],
  "nbo_charge": [0.011, -0.380, 0.234, -0.421, -0.373, 0.639, -0.018, 0.252, 0.290, 0.254, 0.256, 0.256]
}